Entry 1:
Formula: C9H14N3
Source: the Open Molecules 2025 dataset
Level of theory: the ωB97M-V functional and the def2-TZVPD basis

The spin multiplicity is 1. For the energy above the lowest of the compared OMol25 structures with the same formula, charge and spin, the calculation gives 52.4 kJ/mol. The value obtained for the HOMO-LUMO gap is 9.139 eV. For the molar mass, the calculation gives 164.2 g/mol. The largest force on an atom comes out at 6.2 eV/A. Its net charge is +1.

Last column: natural (NBO) charge in e.
CARTESIAN COORDINATES (ANGSTROEM)
1 C 1.602 2.687 0.281  -0.172
2 C 2.752 2.090 -0.188  -0.187
3 C 0.446 1.880 0.317  -0.209
4 C 2.978 0.713 -0.212  -0.198
5 C 0.685 0.531 0.071  0.118
6 C 1.917 -0.142 -0.052  0.105
7 C 0.350 -1.691 -0.052  0.301
8 C 2.685 -2.527 -0.487  -0.416
9 C -3.274 0.504 -0.992  -0.422
10 N -0.305 -0.471 0.273  -0.493
11 N 1.677 -1.508 -0.252  -0.290
12 N -2.961 -0.092 0.259  -0.830
13 H 1.635 3.781 0.392  0.244
14 H 3.601 2.661 -0.354  0.228
15 H -0.533 2.310 0.609  0.238
16 H 3.862 0.300 -0.581  0.224
17 H -0.024 -2.600 0.140  0.216
18 H 3.062 -2.967 0.474  0.238
19 H 2.229 -3.353 -0.940  0.231
20 H 3.468 -2.097 -1.165  0.242
21 H -4.376 0.827 -1.180  0.201
22 H -2.719 1.449 -1.095  0.200
23 H -3.023 -0.195 -1.747  0.200
24 H -1.390 -0.402 0.304  0.459
25 H -3.710 -0.899 0.407  0.395
26 H -3.091 0.614 0.940  0.379

***

Entry 2:
Formula: C27H32ClGdN3O5S
Source: the Open Molecules 2025 dataset
Level of theory: the ωB97M-V functional and the def2-TZVPD basis

The spin multiplicity is 8. For the energy above the lowest of the compared OMol25 structures with the same formula, charge and spin, the calculation gives 0.0 kJ/mol. The value obtained for the HOMO-LUMO gap (alpha / beta) is 3.640 / 3.468 eV. As for the expectation value of S²: 16.176. For the molar mass, the calculation gives 703.3 g/mol. The largest force on an atom comes out at 5.4 eV/A. Its net charge is -1.

Last column: Mulliken charge in e.
CARTESIAN COORDINATES (ANGSTROEM)
1 Gd 0.717 -1.047 0.109  0.469
2 Cl 2.832 -2.476 -0.056  -0.531
3 N -0.787 -0.752 2.126  0.082
4 N 0.786 -0.631 -2.317  0.311
5 C -1.238 -1.865 2.678  0.499
6 C 0.526 -1.617 -3.145  0.425
7 C -1.374 0.369 2.919  1.448
8 C -1.744 -0.326 4.227  -0.728
9 C -2.622 0.879 2.215  -1.503
10 C -0.392 1.499 3.150  -1.720
11 H -3.335 0.062 2.035  0.273
12 H -2.356 1.338 1.255  0.240
13 H -3.107 1.635 2.846  0.442
14 H 0.569 1.102 3.491  0.419
15 H -0.798 2.164 3.924  0.478
16 H -0.249 2.085 2.239  0.112
17 C 1.040 0.585 -3.134  1.366
18 C 0.959 0.071 -4.569  -0.862
19 C 2.423 1.131 -2.825  -1.338
20 C -0.055 1.598 -2.851  -1.176
21 H -1.019 1.196 -3.189  0.435
22 H 0.163 2.532 -3.382  0.435
23 H -0.103 1.805 -1.777  -0.283
24 H 3.171 0.354 -3.021  0.434
25 H 2.484 1.441 -1.778  -0.026
26 H 2.615 2.003 -3.462  0.399
27 O 0.559 -1.335 -4.438  -0.415
28 H 1.924 0.078 -5.092  0.337
29 H 0.200 0.567 -5.186  0.327
30 O -1.823 -1.744 3.859  -0.421
31 H -2.714 -0.046 4.653  0.280
32 H -0.955 -0.233 4.987  0.349
33 C -1.219 -3.208 2.030  -1.540
34 C 0.154 -2.993 -2.715  -1.272
35 C -0.959 -2.837 -1.724  -0.103
36 H 1.048 -3.428 -2.241  0.342
37 H -0.121 -3.582 -3.598  0.372
38 C -0.649 -2.663 -0.351  0.573
39 C -1.638 -2.971 0.609  0.026
40 H 0.780 -2.816 0.075  -0.209
41 C -2.975 -3.014 0.220  2.020
42 C -3.280 -2.874 -1.135  -2.092
43 C -4.069 -3.191 1.235  -1.688
44 C -2.293 -2.867 -2.120  1.761
45 H -4.323 -2.868 -1.438  0.169
46 C -2.659 -2.900 -3.576  -1.688
47 H -3.748 -2.894 -3.673  0.398
48 H -2.282 -3.806 -4.068  0.290
49 H -2.262 -2.035 -4.122  0.221
50 H -3.924 -4.096 1.837  0.289
51 H -5.028 -3.278 0.716  0.416
52 H -4.137 -2.338 1.925  0.217
53 H -1.881 -3.890 2.579  0.334
54 H -0.185 -3.587 2.094  0.370
55 O 2.371 0.271 1.410  -0.830
56 C 2.292 1.484 1.030  0.960
57 N 1.316 1.859 0.170  -0.181
58 S 1.162 3.525 0.037  0.987
59 O 1.389 3.969 -1.327  -0.664
60 O -0.020 3.967 0.721  -0.699
61 C 2.611 3.813 0.990  0.066
62 C 3.212 5.048 1.216  -0.652
63 C 4.395 5.068 1.967  -0.488
64 C 4.940 3.870 2.463  -0.494
65 C 4.318 2.642 2.217  -0.547
66 C 3.142 2.622 1.456  0.043
67 H 2.756 5.947 0.808  0.448
68 H 4.890 6.019 2.161  0.386
69 H 5.863 3.911 3.045  0.369
70 H 4.718 1.698 2.589  0.535

***

Entry 3:
Formula: C27H36BrFeN6S2Si2
Source: the Open Molecules 2025 dataset
Level of theory: the ωB97M-V functional and the def2-TZVPD basis

The spin multiplicity is 5. For the energy above the lowest of the compared OMol25 structures with the same formula, charge and spin, the calculation gives 6.7 kJ/mol. The value obtained for the HOMO-LUMO gap (alpha / beta) is 6.617 / 6.632 eV. As for the expectation value of S²: 6.010. For the molar mass, the calculation gives 700.7 g/mol. The largest force on an atom comes out at 0.7 eV/A. Its net charge is -1.

Last column: Mulliken charge in e.
CARTESIAN COORDINATES (ANGSTROEM)
1 Fe -0.353 -0.215 -0.246  1.185
2 N -0.873 1.717 0.976  -0.055
3 C -2.298 2.002 1.188  -0.808
4 C -3.030 0.736 1.582  -0.605
5 N -2.915 -0.191 0.465  -0.323
6 H -0.402 1.586 1.862  -0.386
7 H -0.422 2.487 0.498  0.278
8 H -2.708 2.369 0.246  0.354
9 H -2.450 2.772 1.947  0.446
10 H -4.066 0.972 1.839  0.440
11 H -2.562 0.289 2.468  0.237
12 H -3.444 0.148 -0.332  0.114
13 H -3.270 -1.110 0.684  0.226
14 C 3.673 1.007 4.036  -1.299
15 Si 2.212 1.223 2.861  0.130
16 C 2.771 2.631 1.735  -1.053
17 C 0.840 1.955 3.963  -1.397
18 C 1.645 -0.217 1.887  2.536
19 C 0.562 -1.039 2.391  -0.721
20 C 0.275 -1.305 3.759  -0.873
21 C -0.681 -2.230 4.108  -0.681
22 C -1.369 -2.935 3.113  -0.755
23 C -1.088 -2.614 1.806  -1.035
24 N -0.205 -1.670 1.456  0.166
25 Si 3.003 -1.339 1.322  0.294
26 C 3.762 -2.190 2.836  -1.333
27 C 4.458 -0.452 0.535  -0.849
28 C 2.487 -2.809 0.258  -1.044
29 H 3.904 1.971 4.504  0.340
30 H 4.568 0.672 3.502  0.354
31 H 3.470 0.281 4.832  0.330
32 H 2.904 3.554 2.313  0.395
33 H 2.044 2.830 0.941  0.215
34 H 3.729 2.396 1.256  0.262
35 H 1.211 2.099 4.983  0.335
36 H -0.046 1.315 4.033  0.362
37 H 0.518 2.936 3.595  0.374
38 H 0.867 -0.816 4.525  0.430
39 H -0.870 -2.445 5.154  0.440
40 H -2.101 -3.694 3.352  0.455
41 H -1.606 -3.096 0.980  0.528
42 H 4.320 -1.483 3.456  0.317
43 H 4.445 -3.001 2.548  0.354
44 H 2.970 -2.626 3.459  0.318
45 H 4.787 0.383 1.164  0.222
46 H 4.251 -0.059 -0.465  0.169
47 H 5.295 -1.156 0.457  0.468
48 H 2.309 -3.673 0.909  0.329
49 H 3.274 -3.081 -0.456  0.379
50 H 1.565 -2.630 -0.291  0.021
51 S -1.218 1.520 -2.126  -0.382
52 C -2.545 0.578 -2.732  0.036
53 C -3.666 1.220 -3.286  -0.732
54 C -4.755 0.527 -3.793  0.473
55 C -5.877 1.259 -4.333  -0.080
56 N -6.766 1.858 -4.753  -0.584
57 C -4.750 -0.873 -3.762  0.528
58 C -3.653 -1.529 -3.219  -1.002
59 C -2.545 -0.850 -2.701  0.601
60 S -1.223 -1.784 -2.042  -0.609
61 C -5.864 -1.640 -4.266  -0.093
62 N -6.748 -2.264 -4.656  -0.591
63 H -3.672 2.301 -3.323  0.483
64 H -3.651 -2.612 -3.194  0.480
65 Br 4.497 1.452 -4.870  -0.191
66 C 3.275 0.907 -3.535  0.036
67 C 2.761 -0.372 -3.554  -0.831
68 C 1.871 -0.725 -2.549  -0.598
69 N 1.515 0.105 -1.572  0.953
70 C 2.012 1.340 -1.591  0.112
71 C 2.899 1.795 -2.548  -0.782
72 H 3.021 -1.077 -4.330  0.460
73 H 1.411 -1.702 -2.549  0.410
74 H 1.688 1.995 -0.792  -0.148
75 H 3.269 2.810 -2.523  0.467

***

Entry 4:
Formula: C48H58As3CeN2O5STe
Source: the Open Molecules 2025 dataset
Level of theory: the ωB97M-V functional and the def2-TZVPD basis

The spin multiplicity is 1. For the energy above the lowest of the compared OMol25 structures with the same formula, charge and spin, the calculation gives 0.0 kJ/mol. The value obtained for the HOMO-LUMO gap (alpha / beta) is 6.023 / 6.012 eV. For the molar mass, the calculation gives 1267.5 g/mol. The largest force on an atom comes out at 2.9 eV/A. Its net charge is +1.

Last column: Mulliken charge in e.
CARTESIAN COORDINATES (ANGSTROEM)
1 Ce 16.980 13.747 11.229  0.107
2 C 21.405 14.176 9.816  -1.412
3 As 20.255 14.152 11.446  1.388
4 C 21.064 12.591 12.340  -1.331
5 C 21.158 15.494 12.664  -2.391
6 C 21.181 17.037 12.441  2.769
7 C 21.683 17.710 13.719  -2.207
8 C 19.697 17.550 12.342  -1.978
9 As 18.558 16.837 10.933  1.119
10 C 16.866 17.778 11.409  -1.114
11 C 19.085 17.918 9.433  -1.474
12 C 22.073 17.434 11.252  -1.119
13 As 24.025 17.919 11.574  0.269
14 C 24.825 16.129 11.621  -1.033
15 C 24.440 18.390 9.716  -1.113
16 H 22.504 14.310 10.041  0.208
17 H 21.136 14.968 9.110  0.347
18 H 21.315 13.213 9.288  0.480
19 H 20.674 12.493 13.341  0.331
20 H 22.147 12.687 12.401  0.636
21 H 20.750 11.711 11.747  0.280
22 H 22.122 15.086 12.758  0.513
23 H 20.626 15.260 13.581  0.474
24 H 21.187 17.381 14.646  0.372
25 H 21.526 18.784 13.602  0.540
26 H 22.752 17.598 13.876  0.544
27 H 19.661 18.640 12.336  0.773
28 H 19.186 17.244 13.262  0.362
29 H 17.070 18.817 11.626  0.616
30 H 16.441 17.273 12.262  0.302
31 H 16.187 17.720 10.520  0.297
32 H 18.414 17.837 8.553  0.374
33 H 20.118 17.787 9.106  0.316
34 H 19.134 18.970 9.763  0.466
35 H 21.613 18.355 10.877  0.692
36 H 22.053 16.613 10.553  -0.109
37 H 24.562 15.687 12.590  0.237
38 H 25.896 16.240 11.520  0.470
39 H 24.553 15.511 10.773  0.271
40 H 24.025 19.357 9.477  0.346
41 H 23.931 17.618 9.103  0.290
42 H 25.523 18.341 9.551  0.393
43 C 13.428 7.020 10.466  -1.583
44 C 13.946 8.449 10.493  0.027
45 C 13.199 9.528 10.040  0.070
46 C 13.622 10.859 10.088  0.052
47 C 12.703 11.977 9.702  0.003
48 O 12.634 12.977 10.384  -0.683
49 C 11.733 11.777 8.570  0.460
50 C 10.620 12.618 8.506  -0.332
51 C 9.732 12.564 7.433  -0.718
52 C 10.050 11.752 6.357  -0.381
53 C 11.202 10.989 6.360  -0.911
54 C 12.029 10.937 7.475  -0.177
55 C 14.943 11.104 10.531  0.741
56 O 15.548 12.299 10.621  0.189
57 C 15.718 10.004 10.992  -0.634
58 C 15.206 8.741 10.999  -0.438
59 C 17.055 10.459 11.575  0.060
60 N 18.019 10.922 10.861  -0.336
61 C 17.890 10.734 9.422  0.260
62 C 19.163 11.183 8.714  -0.592
63 Te 18.727 11.773 6.661  0.252
64 C 17.220 13.074 7.365  -1.205
65 C 15.901 12.803 7.114  0.047
66 C 14.880 13.577 7.661  -0.456
67 C 15.181 14.664 8.460  -0.324
68 C 16.527 14.985 8.691  -0.880
69 C 17.564 14.153 8.190  -0.044
70 C 17.185 10.444 13.074  0.625
71 C 16.034 10.403 13.872  -0.464
72 C 16.104 10.419 15.237  -0.630
73 C 17.301 10.503 15.897  -0.261
74 C 18.474 10.545 15.144  -1.156
75 C 18.413 10.559 13.744  0.023
76 H 12.340 7.069 10.269  0.379
77 H 13.564 6.498 11.424  0.376
78 H 13.893 6.421 9.650  0.308
79 H 12.168 9.334 9.731  0.480
80 H 10.402 13.268 9.359  0.436
81 H 8.826 13.165 7.434  0.419
82 H 9.369 11.710 5.528  0.410
83 H 11.501 10.422 5.502  0.427
84 H 12.936 10.376 7.446  0.508
85 H 15.819 7.933 11.387  0.541
86 H 16.958 11.148 9.019  -0.254
87 H 17.789 9.656 9.274  0.519
88 H 19.982 10.477 8.699  0.699
89 H 19.581 12.086 9.195  -0.466
90 H 15.617 11.976 6.470  0.434
91 H 13.860 13.303 7.513  0.780
92 H 14.366 15.197 8.910  0.408
93 H 16.730 15.846 9.322  0.347
94 H 18.607 14.348 8.418  0.770
95 H 15.039 10.393 13.440  0.194
96 H 15.169 10.418 15.839  0.380
97 H 17.304 10.510 16.982  0.450
98 H 19.447 10.541 15.618  0.397
99 H 19.344 10.591 13.150  0.685
100 C 14.897 15.563 11.679  -1.093
101 H 14.535 16.304 10.987  0.470
102 H 15.641 15.817 12.414  0.012
103 H 14.423 14.577 11.640  0.456
104 O 19.204 13.915 15.200  -0.661
105 S 17.943 14.590 15.106  1.205
106 O 18.007 16.054 15.155  -0.811
107 N 17.136 14.126 13.766  0.609
108 C 15.948 13.595 14.078  0.090
109 O 15.223 13.226 13.168  -0.579
110 C 15.674 13.576 15.536  -0.594
111 C 14.496 13.286 16.163  0.110
112 C 14.408 13.350 17.522  -0.781
113 C 15.505 13.747 18.279  -0.667
114 C 16.741 14.007 17.671  -0.938
115 C 16.752 14.016 16.297  0.670
116 H 13.631 12.955 15.569  0.456
117 H 13.490 13.149 18.046  0.457
118 H 15.479 13.815 19.340  0.505
119 H 17.592 14.369 18.207  0.558

***

Entry 5:
Formula: C4H8F3N3OS2
Source: the Open Molecules 2025 dataset
Level of theory: the ωB97M-V functional and the def2-TZVPD basis

The spin multiplicity is 1. For the energy above the lowest of the compared OMol25 structures with the same formula, charge and spin, the calculation gives 0.0 kJ/mol. The value obtained for the HOMO-LUMO gap (alpha / beta) is 7.748 / 7.747 eV. For the molar mass, the calculation gives 235.3 g/mol. The largest force on an atom comes out at 4.8 eV/A. Its net charge is 0.

Last column: natural (NBO) charge in e.
CARTESIAN COORDINATES (ANGSTROEM)
1 C -1.092 0.572 -1.739  -0.434
2 C -0.546 -1.552 1.984  -0.750
3 C 0.545 0.152 0.058  0.046
4 C 1.106 -1.149 -0.706  0.955
5 N -1.250 1.753 0.302  -0.656
6 N -0.788 0.515 -0.336  -0.327
7 N 1.589 1.224 -0.115  -0.078
8 O 1.501 1.784 -1.195  -0.367
9 F 1.620 -0.891 -1.886  -0.305
10 F 0.161 -2.090 -0.829  -0.316
11 F 2.088 -1.678 -0.024  -0.307
12 S 2.680 1.341 0.933  0.292
13 S 0.743 -0.281 1.831  0.210
14 H -2.163 0.897 -1.716  0.225
15 H -0.424 1.229 -2.304  0.210
16 H -1.191 -0.345 -2.253  0.209
17 H -0.129 -2.504 1.789  0.218
18 H -1.349 -1.272 1.377  0.229
19 H -0.788 -1.501 3.066  0.230
20 H -1.833 1.473 1.172  0.368
21 H -0.480 2.324 0.592  0.347

***

Entry 6:
Formula: C5H14O2P2S
Source: the Open Molecules 2025 dataset
Level of theory: the ωB97M-V functional and the def2-TZVPD basis

The spin multiplicity is 1. The value obtained for the HOMO-LUMO gap is 9.351 eV. As for the SMILES: COCP(C[C@H](C)O)[PH2]=S. For the molar mass, the calculation gives 200.2 g/mol. The largest force on an atom comes out at 0.7 eV/A. Its net charge is 0.

Last column: natural (NBO) charge in e.
CARTESIAN COORDINATES (ANGSTROEM)
1 C -0.104 -2.983 0.783  -0.261
2 O 1.253 -2.594 0.768  -0.529
3 C 1.506 -1.460 -0.012  -0.330
4 P 0.707 0.078 0.690  0.484
5 C -0.246 0.657 -0.777  -0.750
6 C -1.420 1.586 -0.473  0.095
7 C -2.350 1.127 0.650  -0.641
8 O -2.211 1.750 -1.658  -0.720
9 P 2.472 1.326 0.406  0.532
10 S 3.195 1.484 -1.409  -0.589
11 H -0.143 -4.010 1.142  0.203
12 H -0.690 -2.344 1.453  0.176
13 H -0.535 -2.948 -0.225  0.165
14 H 1.158 -1.600 -1.044  0.189
15 H 2.589 -1.330 -0.048  0.221
16 H -0.606 -0.248 -1.282  0.231
17 H 0.452 1.158 -1.459  0.256
18 H -1.008 2.575 -0.238  0.162
19 H -2.070 0.151 1.049  0.206
20 H -2.371 1.835 1.480  0.218
21 H -3.362 1.052 0.247  0.238
22 H -1.718 1.449 -2.412  0.468
23 H 2.159 2.540 1.031  -0.013
24 H 3.343 0.751 1.338  -0.013

***

- Which of these has the highest largest force on an atom?
  C9H14N3

***

- Number 4 is which compound?
  C48H58As3CeN2O5STe